No. 1
The following is a quantum chemistry calculation of C28H40IrN3O7PS2Se2 as an isolated structure, from OMol25.

Structure (ORCA input):
```
! wB97M-V def2-TZVPD RIJCOSX def2/J DEFGRID3
* xyz -1 5
Ir 0.056 -0.260 -0.350
C -4.037 -1.500 5.444
O -4.282 -0.184 5.910
C -3.223 0.682 5.886
C -1.922 0.313 5.565
C -0.922 1.275 5.523
C -1.211 2.621 5.758
C -2.520 2.963 6.137
C -3.511 2.013 6.201
N -0.330 3.686 5.552
N 0.880 3.324 5.122
C 1.102 2.799 3.923
C 2.364 2.183 3.702
C 2.581 1.317 2.658
C 1.567 1.021 1.733
O 1.710 0.083 0.853
C 0.355 1.801 1.802
N -0.553 1.580 0.812
C -1.685 2.239 0.816
C -1.977 3.204 1.792
C -1.081 3.439 2.799
C 0.122 2.706 2.847
H -4.998 -2.008 5.450
H -3.343 -2.030 6.102
H -3.630 -1.489 4.429
H -1.669 -0.707 5.321
H 0.082 0.969 5.270
H -2.737 4.006 6.332
H -4.525 2.277 6.470
H 3.130 2.349 4.448
H 3.522 0.794 2.552
H -2.372 2.017 0.009
H -2.913 3.743 1.742
H -1.284 4.179 3.558
O -4.087 -4.338 -0.415
C -2.712 -4.642 -0.635
C -1.872 -3.362 -0.554
C -0.431 -3.876 -0.621
O 0.479 -2.870 -1.035
C -2.212 -2.621 0.758
Se -0.755 -1.618 1.592
C -2.215 -2.486 -1.767
Se -1.882 -0.557 -1.614
H -4.581 -5.162 -0.422
H -2.582 -5.096 -1.625
H -2.353 -5.353 0.121
H -0.379 -4.699 -1.348
H -0.153 -4.265 0.363
H 1.283 -2.946 -0.510
H -2.570 -3.341 1.498
H -3.021 -1.916 0.570
H -3.286 -2.554 -1.960
H -1.683 -2.838 -2.655
C 1.113 -2.035 -4.235
C 2.611 -1.969 -4.008
C 3.062 -2.758 -2.795
O 3.032 -0.586 -3.986
P 3.066 0.466 -2.767
S 4.379 0.063 -1.416
S 1.165 0.867 -2.194
O 3.360 1.791 -3.619
C 4.297 1.978 -4.698
C 3.617 1.661 -6.018
C 5.605 1.230 -4.520
H 0.821 -3.070 -4.431
H 0.831 -1.420 -5.090
H 0.572 -1.678 -3.361
H 3.128 -2.367 -4.887
H 2.641 -2.343 -1.881
H 4.145 -2.740 -2.690
H 2.718 -3.789 -2.904
H 4.503 3.051 -4.655
H 3.453 0.590 -6.116
H 4.241 2.003 -6.847
H 2.652 2.164 -6.075
H 5.453 0.153 -4.559
H 6.068 1.464 -3.563
H 6.281 1.519 -5.328
C -1.992 3.333 -3.411
O -1.561 2.537 -2.331
H -1.756 2.870 -4.375
H -1.553 4.336 -3.389
H -3.075 3.432 -3.335
H -0.608 2.384 -2.425
*
```

Summary:
E_tot ... -7826.89947 Ha
HOMO-LUMO gap (spin up / spin down) ... 5.93 / 5.88 eV
Highest occupied orbital energy (spin up / spin down) ... -3.72 / -4.53 eV
Energy above the lowest of the compared OMol25 structures with the same formula, charge and spin ... 34.10 kJ/mol



No. 2
The following is a quantum chemistry calculation of the molecule C5H6O at a distorted geometry, from OMol25.

Structure (ORCA input):
```
! wB97M-V def2-TZVPD RIJCOSX def2/J DEFGRID3
* xyz 0 1
C 2.596 -0.002 0.138
C 1.399 0.056 0.033
C -0.025 0.247 -0.143
O -0.375 1.549 -0.561
C -0.931 -0.834 -0.680
C -1.129 -0.308 0.711
H 3.660 -0.059 0.212
H -0.210 2.140 0.192
H -1.636 -0.572 -1.463
H -0.513 -1.835 -0.782
H -1.786 0.548 0.744
H -1.052 -0.930 1.600
*
```

Summary:
E_tot ... -269.24271 Ha
SMILES string ... C#CC1(O)CC1
HOMO-LUMO gap ... 10.49 eV
Highest occupied orbital energy ... -9.50 eV
Energy above the lowest of the compared OMol25 structures with the same formula, charge and spin ... 271.82 kJ/mol



No. 3
The following is a quantum chemistry calculation of the molecule C12H14FNO at a distorted geometry, from OMol25.

Structure (ORCA input):
```
! wB97M-V def2-TZVPD RIJCOSX def2/J DEFGRID3
* xyz 0 1
H -0.983 -1.627 1.400
N -2.014 -1.545 1.345
C -2.587 -0.727 0.611
C -4.098 -0.585 0.641
C -1.794 0.568 -0.136
C -2.050 0.959 -1.604
F -2.339 1.504 0.746
C -0.251 0.564 0.089
C 0.367 1.737 0.435
C 1.785 1.853 0.480
C 2.577 0.777 0.224
C 1.916 -0.408 -0.220
C 0.567 -0.451 -0.380
C 2.901 -1.477 -0.456
C 4.169 -0.835 0.122
O 3.846 0.507 0.466
H -4.377 -0.269 1.733
H -4.408 0.041 -0.211
H -4.654 -1.524 0.651
H -1.813 0.143 -2.354
H -3.047 1.436 -1.596
H -1.246 1.604 -2.001
H -0.261 2.557 0.663
H 2.227 2.811 0.956
H 0.147 -1.349 -0.569
H 2.747 -2.475 0.019
H 3.107 -1.757 -1.474
H 4.585 -1.326 1.030
H 4.983 -0.705 -0.611
*
```

Summary:
E_tot ... -695.44022 Ha
SMILES string ... [H]/N=C(/C)[C@@](C)(F)c1ccc2c(c1)CCO2
HOMO-LUMO gap ... 9.10 eV
Highest occupied orbital energy ... -8.31 eV
Energy above the lowest of the compared OMol25 structures with the same formula, charge and spin ... 0.00 kJ/mol